[1]
Here is C4H13N2PS as an isolated structure at a distorted geometry from the Open Molecules 2025 dataset. Energies are from ωB97M-V with the def2-TZVPD basis set.

Each line ends with the Mulliken charge.
Geometry (Å):
C -2.86434 1.13282 -0.28939  -1.0822
C 2.92831 -0.43590 -0.43366  -0.9148
C -1.35051 1.39996 -0.06141  -0.7720
C 1.93594 0.75712 -0.59973  -0.6757
N -0.16658 -2.28696 1.47493  -0.6224
N -0.40326 -0.86678 1.37254  -0.0894
P -0.29700 -0.12255 -0.18521  0.3777
S -0.81197 -1.35813 -1.64667  -0.4020
H -3.00287 0.12395 0.21005  0.2346
H -3.43775 1.89709 -0.01184  0.4797
H -2.88516 0.95544 -1.43259  0.2632
H 3.03112 -0.73124 0.58654  0.2935
H 2.36426 -1.21859 -0.96922  0.2032
H 3.74762 -0.12004 -0.99762  0.3804
H -1.06192 1.88132 0.81379  0.5257
H -1.11463 2.15533 -0.78704  0.3622
H 1.87984 1.14770 -1.71034  0.3286
H 2.20322 1.47512 0.18720  0.3794
H 0.73329 -2.61711 1.24657  0.2394
H -0.82980 -2.88508 1.07880  0.2614
H -0.59779 -0.28346 2.15430  0.2295

gap between HOMO and LUMO = 0.3258 Ha
LUMO level = 0.73 eV
strongest force on any atom = 6.99 eV/Å
energy above the lowest of the compared OMol25 structures with the same formula, charge and spin = 193.37 kJ/mol
total energy = -27460.6071 eV
HOMO level = -0.2991 hartree

***

[2]
Here is C40H35BrClLuN3OPS2 as an isolated structure at a distorted geometry from the Open Molecules 2025 dataset. Energies are from ωB97M-V with the def2-TZVPD basis set.

Each line ends with the Mulliken charge.
Geometry (Å):
Lu 0.82683 0.81609 1.13043  1.4000
Br 5.00328 -4.58793 4.46520  -0.2079
C 3.80673 -3.22826 3.84914  -0.1428
C 2.52043 -3.13300 4.44012  -0.5374
C 1.71473 -2.06398 4.13082  -0.1593
C 2.13296 -1.04040 3.26620  0.4128
O 1.32233 -0.07456 2.95654  -1.1294
C 3.40873 -1.11519 2.68094  0.4958
C 3.85954 -0.19696 1.65347  -0.1009
N 3.20917 0.75269 1.03536  -0.2973
C 3.86181 1.50358 0.04879  0.0290
C 5.22667 1.72850 0.05140  -0.3584
C 5.82343 2.38386 -1.07684  -0.9834
C 5.04690 2.93109 -2.05847  -0.7992
C 3.66557 2.79237 -2.06387  0.6916
C 2.78705 3.45644 -2.96457  -0.7161
C 1.43884 3.37872 -2.79788  -0.8817
C 0.93475 2.55591 -1.73689  -0.0733
N 1.73541 1.92775 -0.89336  0.2044
C 3.08437 2.06042 -0.99992  0.3536
C 4.24230 -2.21144 3.01307  -0.8986
H 2.12598 -3.90556 5.10711  0.4157
H 0.69530 -1.93145 4.46515  0.3712
H 4.84906 -0.40578 1.34997  0.5887
H 5.85972 1.37315 0.82633  0.6602
H 6.87901 2.55055 -1.08003  0.4000
H 5.54690 3.56971 -2.77909  0.3630
H 3.26350 4.09387 -3.70489  0.4260
H 0.70382 3.89844 -3.42135  0.4861
H -0.12994 2.53956 -1.54739  0.1649
H 5.28225 -2.24763 2.64838  0.4261
C -4.12907 -2.42538 0.78576  -1.4891
C -3.79333 -1.36598 -0.20527  1.1363
C -4.45205 -1.32770 -1.43366  -1.0362
C -4.20866 -0.37222 -2.40762  -0.7250
C -3.23400 0.61760 -2.17625  -0.7489
C -2.53737 0.50769 -0.96980  1.0053
C -2.78089 -0.41969 -0.00027  -0.0692
P -1.71759 -0.41537 1.44675  1.1292
C -2.82986 0.02310 2.81040  0.6060
C -2.59653 -0.44995 4.11684  -0.6570
C -3.29963 -0.03323 5.24030  -1.1130
C -4.30964 0.88424 5.04553  -0.5927
C -4.53955 1.39937 3.76842  -0.9872
C -3.80990 1.02663 2.65560  0.9702
C -4.11803 1.78566 1.39363  -1.0883
C -0.95192 -2.04322 1.61064  0.9562
C -1.33363 -3.09493 2.46411  -0.2608
C -0.54843 -4.19630 2.62285  -1.0434
C 0.66376 -4.26632 1.92191  -0.7101
C 1.03970 -3.26185 1.02670  -1.1833
C 0.20653 -2.15106 0.79012  0.6559
C 0.55213 -1.05286 -0.14773  -1.9700
H -5.08679 -2.89385 0.53547  0.4871
H -4.15750 -2.03637 1.79356  0.2324
H -3.41400 -3.26439 0.84968  0.2747
H -5.11425 -2.14986 -1.70557  0.3845
H -4.74813 -0.31611 -3.38113  0.3330
H -3.14802 1.43968 -2.88121  0.5204
H -1.71617 1.21441 -0.75717  -0.2543
H -1.85008 -1.20350 4.31307  0.0496
H -3.16087 -0.48490 6.22572  0.4202
H -4.95221 1.20123 5.86154  0.3785
H -5.20882 2.21940 3.67666  0.4024
H -4.84921 2.60022 1.59944  0.4432
H -4.53399 1.18896 0.59862  0.2186
H -3.22592 2.27804 0.97279  0.0566
H -2.22278 -2.99153 3.05647  0.6203
H -0.87090 -5.01380 3.29097  0.3741
H 1.25892 -5.17655 1.96956  0.4218
H 1.94103 -3.36924 0.51293  0.5589
H -0.27075 -0.92111 -0.87144  0.4969
H 1.40492 -1.38955 -0.70172  0.7214
S 0.97870 0.26750 -4.15150  -0.1636
C 0.62315 1.03983 -5.55582  0.1084
N 1.49182 1.24498 -6.59497  -0.2272
C 0.90730 1.65821 -7.87603  -0.5942
C -0.31110 2.52831 -7.47607  -0.5917
S -0.93067 1.75949 -5.95605  -0.0680
H 2.33490 0.69114 -6.71072  0.2671
H 0.53356 0.81992 -8.46112  0.2963
H 1.57037 2.25758 -8.48778  0.3287
H -1.05748 2.56889 -8.26445  0.3813
H -0.05415 3.56030 -7.25772  0.2995
Cl -0.16036 3.13386 1.48112  -0.5653

gap between HOMO and LUMO = 0.2467 Ha
LUMO level = -0.64 eV
strongest force on any atom = 2.51 eV/Å
energy above the lowest of the compared OMol25 structures with the same formula, charge and spin = 88.06 kJ/mol
total energy = -195715.3741 eV
HOMO level = -0.2702 hartree

***

[3]
Here is C24H35FN3OsSSbSe4Te as an isolated structure from the Open Molecules 2025 dataset. Energies are from ωB97M-V with the def2-TZVPD basis set.

Each line ends with the Mulliken charge.
Geometry (Å):
Os -0.13131 1.01521 -0.33141  1.2011
C 0.06517 -1.84725 -3.39904  -1.3482
C 1.41926 -1.46378 -2.80145  0.6968
C 1.66291 0.02312 -3.01811  -1.0551
C 1.71964 -1.93650 -1.37409  1.3344
C 2.91132 -2.65115 -1.25400  -1.1935
C 3.33441 -3.17596 -0.05069  -1.3270
C 2.53809 -3.01116 1.06334  -1.1064
C 1.33250 -2.31394 1.01517  1.8008
C 0.54674 -2.34916 2.32917  0.6394
C -0.41294 -3.54620 2.38730  -1.4754
C -0.14826 -1.07843 2.80594  -1.1323
C 0.94174 -1.73672 -0.21307  -2.3008
N -0.29073 -0.96692 -0.26292  1.4841
C -1.41632 -1.82712 -0.31887  0.5837
C -1.33335 -3.10744 -0.88818  -0.1978
C -2.37882 -4.01200 -0.86641  -1.2721
C -3.57425 -3.69046 -0.24297  -0.5625
C -3.68752 -2.45105 0.36066  -0.3730
C -2.62949 -1.56523 0.31731  -0.6856
F -2.81139 -0.40306 0.99039  -0.4384
H 0.06042 -1.57172 -4.45600  0.5315
H -0.75770 -1.31615 -2.91840  0.0531
H -0.12396 -2.91841 -3.33981  0.3429
H 2.17220 -1.97947 -3.40270  0.4648
H 0.82747 0.61034 -2.63598  -0.1259
H 1.70389 0.24542 -4.08763  0.4944
H 2.57770 0.37555 -2.54250  0.2463
H 3.51556 -2.80003 -2.14106  0.3747
H 4.26647 -3.72287 0.01414  0.3914
H 2.84968 -3.44014 2.00872  0.4129
H 1.31803 -2.55746 3.07589  0.7350
H -1.31621 -3.37554 1.80152  0.1956
H -0.71713 -3.71748 3.42250  0.4914
H 0.06286 -4.45652 2.01798  0.3029
H -1.08104 -0.89226 2.27978  -0.0985
H 0.48617 -0.20192 2.68970  0.1377
H -0.38723 -1.18820 3.86685  0.5095
H -0.40005 -3.40994 -1.33485  0.6835
H -2.24574 -4.98203 -1.32736  0.4427
H -4.39497 -4.39369 -0.20732  0.4126
H -4.58029 -2.15546 0.89644  0.5689
Se -1.10865 2.15160 1.56223  -0.7093
Sb -1.01123 4.37519 0.13410  0.1740
Se -2.15316 1.36449 -1.82235  -0.0560
Se 0.49176 3.05890 -1.51672  -0.4855
Se -3.08239 5.10915 -0.75595  -0.5692
C -5.31133 2.24646 -2.41198  -0.9243
Te -4.48345 0.83627 -1.07389  0.4135
C -4.82465 1.99068 0.66672  -0.6608
H -6.37625 2.34508 -2.21094  0.3540
H -5.14459 1.88536 -3.42370  0.3410
H -4.77858 3.18124 -2.24328  0.1711
H -4.82118 3.04084 0.38681  0.2127
H -4.00304 1.78998 1.34798  0.0321
H -5.77636 1.67595 1.09149  0.4094
S 2.15360 0.79814 0.44270  -0.3585
C 2.74193 2.36036 0.88598  0.3121
N 3.93391 2.72934 0.40915  -0.1240
C 4.52519 4.03367 0.67049  -0.6064
C 4.10803 4.49514 2.05639  -0.6875
C 2.59214 4.46343 2.14770  -0.5766
N 2.10764 3.15525 1.72740  0.2413
H 4.33851 2.11185 -0.27389  0.2217
H 4.17915 4.75070 -0.08008  0.2656
H 5.60682 3.94850 0.58205  0.4021
H 4.47395 5.50363 2.24341  0.3578
H 4.53825 3.83136 2.80882  0.3034
H 2.14867 5.24274 1.52222  0.2714
H 2.25587 4.62760 3.17076  0.3891
H 1.18588 2.84028 2.02839  0.0463

gap between HOMO and LUMO (spin up / spin down) = 0.2102 / 0.2102 Ha
LUMO level (spin up / spin down) = -1.11 / -1.12 eV
strongest force on any atom = 0.76 eV/Å
energy above the lowest of the compared OMol25 structures with the same formula, charge and spin = 14.02 kJ/mol
total energy = -321164.6856 eV
HOMO level (spin up / spin down) = -0.2511 / -0.2512 hartree

***

[4]
Here is C2HBrF2S in the gas phase at a distorted geometry from the Open Molecules 2025 dataset. Energies are from ωB97M-V with the def2-TZVPD basis set.

Each line ends with the Mulliken charge.
Geometry (Å):
C 1.01008 -0.17715 0.02177  -0.1191
C -1.05776 0.39293 0.01888  0.3572
F 2.17767 0.22342 -0.53651  -0.1974
F -1.29522 1.00720 -1.12609  -0.1773
S 0.19769 0.97083 1.02554  -0.0879
Br -2.12751 -1.09912 0.23530  -0.0431
H 1.09506 -1.31811 0.36110  0.2676

gap between HOMO and LUMO (spin up / spin down) = 0.2960 / 0.3043 Ha
LUMO level (spin up / spin down) = -0.25 / -0.21 eV
strongest force on any atom = 2.81 eV/Å
energy above the lowest of the compared OMol25 structures with the same formula, charge and spin = 295.86 kJ/mol
total energy = -88398.8762 eV
HOMO level (spin up / spin down) = -0.3052 / -0.3119 hartree